The following is a quantum chemistry calculation of C11H15ClNO3RhSTl as an isolated structure at a distorted geometry, from OMol25.

The geometry in XYZ format:
```
34
Properties=species:S:1:pos:R:3:forces:R:3:mulliken_charge:R:1
Rh 0.87600 0.44640 -4.68980 0.058 -0.883 -1.334 0.323
Cl 0.87580 1.87900 -3.11950 0.056 2.638 3.375 -0.657
C -0.80490 0.22050 -5.66230 -2.690 -0.224 -1.138 -0.935
C 2.55720 -0.50100 -5.00340 2.602 -1.380 -0.103 -0.908
H -0.73690 -0.53130 -6.45720 -0.051 -0.044 -0.045 0.236
H -1.61260 -0.07940 -4.98180 -0.141 -0.097 -0.133 0.163
H -1.12210 1.16730 -6.11900 -0.030 0.010 -0.158 0.257
H 2.48970 -1.22390 -5.82470 0.047 -0.067 -0.023 0.225
H 2.87450 -1.04210 -4.10230 0.134 -0.155 -0.087 0.147
H 3.36470 0.20450 -5.23980 0.084 -0.006 -0.137 0.249
Tl 0.00000 0.00000 0.00000 -0.219 5.325 -2.469 1.196
C -1.52630 1.28300 -0.67080 -0.988 1.589 -1.121 -1.290
C -0.47580 -1.72980 0.52900 -0.509 -7.717 1.859 -1.143
H -2.04240 0.81860 -1.52730 0.452 0.157 0.174 0.359
H -2.28160 1.41270 0.12150 0.563 -0.182 0.008 0.348
H -1.16890 2.27600 -0.97730 -0.205 -0.404 0.060 0.290
H 0.24020 -2.48860 0.87470 -0.482 0.280 -0.031 0.352
H -1.50650 -2.11180 0.52290 0.370 0.425 -0.190 0.339
O 1.81170 -1.08190 2.52720 0.589 -0.212 0.283 -0.697
C 1.28750 -0.02220 2.83310 -0.452 -0.991 -1.501 0.482
N 0.56650 0.71440 1.94970 0.654 2.130 3.654 -0.290
S -0.11150 2.12450 2.74110 -1.666 -0.147 -8.690 0.895
O 0.49230 3.24770 1.88540 -1.257 -2.195 4.100 -0.614
O -1.60200 1.96140 2.41730 3.660 0.743 2.819 -0.618
C 0.53230 1.66180 4.32030 -0.173 0.770 1.384 0.515
C 0.33230 2.29460 5.54600 0.172 -0.266 0.194 -0.582
C 0.89410 1.71560 6.69510 0.098 -0.336 -0.710 -0.489
C 1.63870 0.52470 6.59800 -0.354 0.345 -0.787 -0.457
C 1.82950 -0.09380 5.35070 -0.330 0.606 0.287 -0.512
C 1.26760 0.49650 4.21340 0.025 0.216 0.757 0.136
H -0.25430 3.20150 5.61440 0.018 -0.012 0.000 0.435
H 0.74370 2.18060 7.66150 0.003 0.007 -0.070 0.384
H 2.05570 0.07690 7.49090 0.001 0.019 -0.028 0.380
H 2.38530 -1.01990 5.27860 -0.039 0.058 -0.198 0.482
```
Positions in Å, forces in eV/Å.

Calculated values
DFT total energy in eV: -50333.9515
2S+1: 5
Net charge: -1
Relative energy (zero: lowest compared OMol25 entry of this formula, charge and spin) in eV: 3.891
Orbital gap (alpha / beta) in eV: 3.726 / 5.582

The following is a quantum chemistry calculation of a 2-piece molecular cluster, C63H84N5 overall at a distorted geometry, from OMol25.

The geometry in XYZ format:
```
152
Properties=species:S:1:pos:R:3:forces:R:3:mulliken_charge:R:1
C -6.21744 0.38089 -0.62149 0.105 -0.052 -0.077 -1.382
C -5.90579 1.21788 0.62489 -0.002 0.026 0.223 0.263
C -6.66327 2.54652 0.56553 0.026 -0.119 0.112 -1.663
C -4.40434 1.36767 0.82354 -0.016 0.038 -0.370 0.328
C -3.70022 2.47347 0.34215 0.009 -0.200 0.010 -0.409
C -2.30656 2.52938 0.39781 0.315 -0.400 -0.044 0.557
C -1.54691 3.70300 -0.22410 0.338 0.012 0.656 1.988
C -2.31958 5.02053 -0.15868 -0.128 -0.036 -0.050 -1.981
C -1.03374 3.39660 -1.62996 -0.173 -0.154 -0.181 -1.310
C -1.59027 1.46908 1.02113 -1.430 0.009 0.110 -0.219
C -0.13159 1.54725 1.16592 -0.444 1.515 1.195 -1.442
N 0.45369 2.40806 2.09880 2.172 -0.871 -1.221 1.875
C -0.13439 3.59725 2.70308 -0.237 0.345 0.702 -1.054
C 0.34885 4.86849 2.34748 0.196 0.100 -0.229 0.880
C 1.59779 5.04954 1.48854 -0.288 -0.355 -0.307 2.227
C 2.85867 4.98328 2.34705 0.154 -0.047 0.349 -1.479
C 1.55485 6.29036 0.60068 -0.029 0.157 0.021 -1.576
C -0.35196 5.99405 2.80069 -0.054 -0.188 0.134 -0.322
C -1.53783 5.85876 3.51590 0.041 -0.051 -0.096 -1.497
C -1.98513 4.59469 3.89209 0.370 0.106 0.040 -0.177
C -1.22051 3.46491 3.59223 0.113 -0.244 0.109 -0.008
C -1.47304 2.13293 4.28139 -0.320 -0.360 -0.861 2.029
C -2.92321 1.96294 4.72331 -0.066 0.152 0.084 -2.169
C -0.48492 1.84602 5.41047 0.141 0.290 0.104 -1.699
N 1.78852 2.26032 2.10004 -1.524 -0.310 -0.024 -0.268
N 2.06223 1.29442 1.19310 -1.412 1.054 0.328 2.147
C 3.44235 1.09612 0.80383 0.247 0.284 0.235 -1.330
C 3.95211 1.82903 -0.28062 -0.202 0.113 -0.286 0.258
C 3.10784 2.87525 -1.01719 -0.116 -0.318 0.558 1.980
C 2.59375 2.36566 -2.35561 -0.012 -0.175 -0.325 -1.105
C 3.86088 4.19840 -1.16446 0.168 -0.010 0.072 -1.746
C 5.28821 1.63620 -0.64270 -0.087 0.021 0.188 -0.417
C 6.11943 0.82733 0.12469 -0.049 -0.108 -0.103 -1.247
C 5.61387 0.17538 1.24635 0.109 0.096 -0.115 -1.026
C 4.27473 0.30563 1.60736 -0.333 -0.109 0.265 0.414
C 3.81504 -0.30870 2.92971 0.347 -0.276 -0.141 0.485
C 2.55635 -1.17927 2.84992 -0.103 0.044 0.079 -1.001
C 3.71147 0.77272 4.01010 -0.002 0.232 -0.004 -1.309
C 0.89337 0.87533 0.52640 1.234 -1.613 -0.890 0.786
C 0.93375 -0.07025 -0.52630 0.472 1.815 1.928 -1.470
C -2.32171 0.39250 1.61968 0.458 0.305 -0.318 0.758
C -1.59442 -0.70410 2.40315 0.062 0.153 -0.038 2.476
C -1.16628 -1.79585 1.44927 0.075 -0.203 -0.326 -1.486
C -2.38269 -1.32390 3.55586 -0.137 0.123 0.172 -1.572
C -3.70237 0.33517 1.44293 0.181 0.055 0.069 -0.971
H -5.70278 -0.58514 -0.58991 -0.062 0.113 -0.017 0.348
H -7.29375 0.19379 -0.69733 0.131 0.035 0.000 0.433
H -5.89667 0.90839 -1.52900 -0.033 -0.082 0.145 0.296
H -6.26931 0.65434 1.49554 -0.010 0.104 -0.096 0.361
H -6.39191 3.19809 1.40161 -0.023 -0.023 -0.122 0.370
H -6.46412 3.07055 -0.37549 -0.048 -0.010 0.138 0.308
H -7.73862 2.35287 0.62424 0.117 0.077 -0.072 0.454
H -4.25039 3.30144 -0.10457 0.166 -0.230 0.086 0.152
H -0.65906 3.84267 0.40928 -0.258 0.002 -0.361 -0.449
H -2.72126 5.17711 0.85175 0.056 0.015 -0.264 0.398
H -1.65863 5.86590 -0.39561 -0.179 -0.216 -0.005 0.284
H -3.15009 5.02240 -0.87953 0.167 0.113 0.184 0.463
H -0.48141 2.44728 -1.64201 -0.055 0.181 -0.038 0.082
H -1.87578 3.31609 -2.33411 0.229 0.005 0.103 0.406
H -0.36142 4.19467 -1.97879 -0.186 -0.176 0.074 0.346
H 1.63319 4.17951 0.81681 -0.087 0.390 0.172 -1.162
H 2.98408 3.94713 2.68443 0.190 0.560 0.082 0.086
H 3.74831 5.27770 1.77568 -0.214 0.022 0.143 0.449
H 2.76313 5.63391 3.22804 0.116 -0.062 -0.236 0.358
H 0.61775 6.33167 0.02887 0.177 0.092 0.158 0.121
H 1.65803 7.20651 1.19862 -0.046 -0.143 -0.254 0.518
H 2.38303 6.25916 -0.11861 -0.190 0.092 0.294 0.356
H 0.02667 6.99053 2.57124 -0.145 -0.326 -0.003 0.309
H -2.10637 6.74437 3.80263 0.146 -0.229 -0.105 0.386
H -2.91554 4.48919 4.45023 0.404 0.056 -0.041 0.337
H -1.28036 1.38994 3.50429 -0.109 0.028 0.330 -0.666
H -3.59748 2.05322 3.86117 0.074 -0.001 0.217 0.318
H -3.07703 0.97865 5.17807 0.019 0.342 0.006 0.400
H -3.19301 2.71928 5.47136 -0.026 -0.209 -0.093 0.540
H 0.55028 1.96783 5.06622 -0.158 -0.011 0.102 0.258
H -0.65372 2.53286 6.25072 0.100 -0.168 -0.101 0.406
H -0.60620 0.81345 5.76531 -0.024 0.242 -0.052 0.361
H 2.24131 3.05753 -0.36413 0.187 -0.080 -0.453 -1.089
H 2.04419 1.42724 -2.21404 0.095 0.211 -0.044 -0.165
H 1.91625 3.09895 -2.81163 0.164 -0.110 0.038 0.316
H 3.43027 2.18336 -3.04491 -0.138 0.080 0.080 0.439
H 4.25125 4.53094 -0.19312 -0.067 -0.041 -0.285 0.396
H 4.70980 4.09313 -1.85256 -0.197 0.093 0.112 0.478
H 3.19489 4.97655 -1.55635 0.161 -0.216 -0.016 0.333
H 5.67918 2.17123 -1.50966 -0.029 -0.156 0.298 0.409
H 7.17214 0.72204 -0.13898 -0.275 -0.007 0.048 0.415
H 6.27187 -0.42893 1.87480 -0.178 0.191 -0.194 0.429
H 4.63683 -0.97709 3.22281 -0.131 0.078 -0.044 0.759
H 2.56241 -1.80871 1.95092 -0.107 0.123 0.142 -0.031
H 2.51838 -1.84124 3.72615 -0.022 0.158 -0.185 0.625
H 1.64521 -0.56716 2.85935 0.129 -0.205 -0.084 -0.123
H 4.68389 1.25788 4.15354 -0.142 -0.094 0.058 0.369
H 3.00057 1.54994 3.70713 0.204 -0.255 0.249 -0.053
H 3.37960 0.35069 4.96463 0.098 -0.012 -0.110 0.431
H 1.83949 -0.68180 -0.49409 -0.527 0.741 -0.440 0.124
H 0.12503 -0.00571 -1.25817 0.432 -0.260 0.027 0.643
H -0.67365 -0.27239 2.82974 -0.224 -0.067 -0.161 -0.717
H -0.56319 -1.37449 0.63949 -0.023 -0.117 0.151 -0.065
H -0.56633 -2.55886 1.95775 -0.081 0.052 -0.031 0.441
H -2.04033 -2.28314 0.99643 0.052 0.063 0.214 0.468
H -2.72338 -0.56827 4.27133 0.031 -0.308 -0.232 0.008
H -3.25916 -1.87512 3.18768 0.205 0.083 0.131 0.396
H -1.73815 -2.03076 4.09841 -0.181 0.131 -0.183 0.418
H -4.25958 -0.53186 1.80948 0.158 0.314 0.011 0.341
C -0.74691 -5.04746 -9.06117 0.070 -0.181 0.202 -0.590
C -0.27239 -3.74291 -9.71096 -0.080 0.285 -0.114 -0.597
C 0.03859 -2.75541 -8.57227 0.266 0.479 -0.463 -0.688
N -0.34350 -3.43456 -7.35255 0.200 0.657 1.156 0.149
C -0.24974 -2.89464 -6.10888 0.141 -0.188 -0.631 1.347
C 0.30519 -1.60332 -5.84555 0.089 0.286 0.055 -1.014
C 0.54305 -1.18461 -4.54664 0.158 -0.462 -0.389 -0.853
C 0.27994 -2.03409 -3.42703 -0.540 0.858 0.436 0.927
C 0.93914 -1.78138 -2.15735 0.678 -3.755 -2.375 -0.758
C 0.86108 -2.85274 -1.18514 -0.460 0.581 0.468 0.947
C 2.00176 -3.40993 -0.55978 -0.328 -0.086 -0.112 -0.766
C 1.88030 -4.56600 0.19145 0.249 0.205 -0.059 -0.829
C 0.60752 -5.14236 0.43323 -0.160 -0.416 0.163 0.879
N 0.50033 -6.30960 1.12523 0.064 0.644 -0.377 0.110
C -0.76171 -6.86991 1.55787 -0.477 -0.240 -0.110 -0.591
C -0.38385 -8.11723 2.37329 -0.082 0.291 0.260 -0.646
C 1.10214 -8.38811 2.09304 0.101 -0.052 -0.307 -0.637
C 1.65302 -7.12696 1.41889 0.579 -0.036 0.289 -0.678
C -0.55280 -4.49677 -0.05478 0.121 0.117 -0.228 -0.497
C -0.41149 -3.37899 -0.84741 0.127 -0.421 -0.157 -1.505
C -0.46755 -3.22042 -3.71498 -0.016 -0.473 -0.689 -0.491
C -0.68700 -3.66021 -5.00387 -0.026 0.175 0.878 -1.227
C -0.84140 -4.77683 -7.55445 -0.511 -0.740 -0.011 -0.689
H -1.72282 -5.35274 -9.44238 0.193 -0.038 -0.043 0.289
H -0.03745 -5.85867 -9.24009 -0.158 0.089 -0.070 0.271
H 0.61335 -3.90666 -10.32670 -0.165 0.063 -0.001 0.290
H -1.06021 -3.32733 -10.34302 0.188 -0.064 -0.026 0.271
H 1.10509 -2.47566 -8.56843 -0.255 -0.147 0.157 0.363
H -0.53119 -1.82089 -8.69191 0.107 -0.225 0.090 0.332
H 0.58522 -0.97085 -6.69328 -0.123 -0.166 0.423 0.414
H 0.99717 -0.20823 -4.35457 -0.061 -0.315 -0.176 0.491
H 1.89830 -1.26759 -2.30905 -0.737 0.257 0.452 0.789
H 2.98709 -2.96366 -0.72101 -0.282 -0.142 0.023 0.444
H 2.76767 -5.03943 0.62036 -0.338 0.285 -0.238 0.403
H -1.33342 -6.14418 2.15869 0.212 -0.146 -0.133 0.282
H -1.40485 -7.13889 0.70250 0.229 0.067 0.087 0.314
H -0.53376 -7.89860 3.43422 -0.029 -0.170 -0.123 0.298
H -1.01278 -8.96558 2.09721 0.075 0.099 0.161 0.328
H 1.66341 -8.59707 3.00468 -0.123 -0.159 -0.120 0.311
H 1.21460 -9.23038 1.40581 0.011 0.007 0.211 0.296
H 2.22035 -7.37010 0.50415 -0.222 0.122 0.185 0.344
H 2.34588 -6.58214 2.07979 -0.137 -0.166 -0.056 0.322
H -1.54220 -4.90993 0.15821 0.395 0.273 -0.039 0.389
H -1.31020 -2.91159 -1.25764 0.362 -0.013 0.287 1.062
H -0.82386 -3.89775 -2.94796 0.361 0.227 -0.080 0.481
H -1.15659 -4.63361 -5.15496 0.127 0.459 0.114 0.448
H -1.88524 -4.86107 -7.20963 0.252 0.098 -0.067 0.334
H -0.26516 -5.52328 -6.98230 -0.046 0.357 -0.105 0.393
```
Positions in Å, forces in eV/Å.

Calculated values
DFT total energy in eV: -74136.8805
2S+1: 1
Net charge: +1
Relative energy (zero: lowest compared OMol25 entry of this formula, charge and spin) in eV: 0.406
Orbital gap in eV: 4.404

- Look up the 2S+1 of the first one.
  5